198
Properties=species:S:1:pos:R:3:mulliken_charge:R:1 method="wB97M-V/def2-TZVPD" smiles=CCN(CC)CC.CCN(CC)CC.CCN(CC)CC.CCN(CC)CC.CCN(CC)CC.CCN(CC)CC.CCN(CC)CC.CCN(CC)CC.CCN(CC)CC total_charge=0 e_above_lowest_kcal_mol=6.6 e_lumo_ev=0.634
C -2.7705 3.2705 -5.4829 -1.606
C -3.5251 2.0899 -4.8777 0.209
N -3.8297 2.2417 -3.4740 0.003
C -2.6562 2.5699 -2.6967 -1.059
C -2.9123 2.7583 -1.1892 -0.939
C -4.5334 1.0810 -2.9351 0.638
C -5.8183 0.7749 -3.6403 -1.698
H -3.3845 4.1739 -5.4178 0.339
H -2.6059 3.1037 -6.5510 0.453
H -1.7976 3.4693 -5.0424 0.326
H -4.4480 1.9670 -5.4389 0.415
H -2.9481 1.1487 -5.0304 -0.022
H -1.9202 1.7471 -2.8323 0.544
H -2.2524 3.5041 -3.0691 0.473
H -3.9273 3.0720 -0.9439 0.702
H -2.7397 1.8506 -0.6025 0.123
H -2.2122 3.5065 -0.8257 0.096
H -4.7793 1.2939 -1.8963 0.279
H -3.8238 0.2329 -2.9325 -0.361
H -6.5809 1.5135 -3.4040 0.374
H -6.2025 -0.1987 -3.3163 0.408
H -5.6841 0.6849 -4.7160 0.408
C 1.5568 -8.3938 4.3623 -1.338
C 0.1936 -8.5799 3.7145 -0.394
N 0.0309 -7.7596 2.5115 0.165
C -1.0241 -8.2254 1.6462 -0.783
C -2.4590 -8.1095 2.1739 -0.784
C -0.0229 -6.3351 2.7753 -0.567
C 0.2536 -5.5204 1.4901 -1.372
H 1.9155 -9.3225 4.8067 0.383
H 1.5368 -7.6726 5.1825 0.320
H 2.2650 -8.0274 3.6203 0.324
H 0.0783 -9.6183 3.3925 0.454
H -0.6246 -8.3865 4.4337 0.314
H -0.9430 -7.7013 0.6865 0.342
H -0.8240 -9.2671 1.3740 0.446
H -3.1773 -8.3640 1.3948 0.413
H -2.6051 -8.7934 3.0115 0.275
H -2.6832 -7.0918 2.4960 0.065
H 0.7333 -6.0582 3.5096 0.379
H -1.0034 -6.0884 3.2091 0.276
H 0.5707 -4.5143 1.7655 0.451
H -0.6260 -5.4494 0.8539 0.212
H 1.0778 -5.9878 0.9530 0.452
C 1.8010 1.0536 -2.1640 -1.260
C 0.9854 1.2484 -0.9186 2.002
N 0.5335 -0.0146 -0.3237 0.662
C -0.3164 -0.7562 -1.2623 0.024
C -0.6005 -2.2130 -0.8919 -0.834
C -0.2399 0.2725 0.8419 1.361
C 0.6767 0.5960 2.0542 0.328
H 2.2562 2.0286 -2.3942 -0.058
H 1.2547 0.7805 -3.0654 0.695
H 2.6450 0.3734 -2.0508 -0.053
H 1.5933 1.7760 -0.1854 -1.017
H 0.0997 1.8698 -1.1661 -0.456
H -1.2775 -0.2136 -1.3714 -0.220
H 0.1860 -0.7922 -2.2270 0.592
H -1.1158 -2.6476 -1.7502 0.268
H 0.3227 -2.7541 -0.6738 0.398
H -1.2135 -2.3433 0.0022 -0.240
H -0.8680 -0.5411 1.1948 -0.457
H -0.8753 1.1509 0.6386 -1.413
H 1.5702 1.1694 1.8103 -0.779
H 0.9691 -0.3575 2.4897 0.393
H 0.1119 1.1882 2.7751 -0.295
C -0.4627 7.1036 2.4418 -1.343
C -1.6679 6.2137 2.2874 -0.481
N -1.3973 4.7797 2.3794 0.270
C -0.5918 4.2811 1.2795 1.168
C 0.9066 4.3277 1.5936 -0.570
C -2.6359 4.0216 2.5105 -0.567
C -2.3525 2.6652 3.1591 -0.466
H -0.7548 8.0983 2.7811 0.435
H 0.0914 7.2243 1.5086 0.256
H 0.2248 6.7014 3.1867 0.314
H -2.3876 6.4616 3.0708 0.444
H -2.2075 6.4304 1.3411 0.363
H -0.7115 4.8970 0.3591 0.248
H -0.8173 3.2735 0.9402 -1.184
H 1.0930 3.7282 2.4890 -0.065
H 1.2734 5.3298 1.7830 0.580
H 1.4809 3.8822 0.7774 -0.212
H -3.3536 4.5605 3.1301 0.653
H -3.1059 3.9008 1.5196 0.028
H -1.7039 2.8232 4.0194 0.178
H -3.2747 2.2130 3.5327 0.542
H -1.9041 2.0042 2.4213 -0.350
C -2.6279 -3.8356 2.9695 -1.143
C -3.6760 -2.7658 3.2126 -0.967
N -4.4679 -2.5085 2.0352 0.360
C -3.8707 -1.4958 1.1699 0.290
C -4.3681 -1.5996 -0.2580 -0.723
C -5.8784 -2.2067 2.3436 -0.530
C -6.6611 -3.4465 2.6401 -1.317
H -1.6029 -3.5362 3.1966 0.354
H -2.6824 -4.1381 1.9231 0.296
H -2.8515 -4.7269 3.5575 0.485
H -4.3486 -3.0428 4.0321 0.624
H -3.2600 -1.8285 3.6504 0.266
H -4.0403 -0.4822 1.5873 0.122
H -2.7981 -1.6993 1.1337 -0.638
H -4.0521 -0.7028 -0.8033 -0.179
H -3.8913 -2.4205 -0.7987 0.167
H -5.4505 -1.6790 -0.3555 0.544
H -6.3120 -1.6979 1.4821 0.384
H -5.9085 -1.4705 3.1738 0.363
H -6.7072 -4.0453 1.7248 0.298
H -7.6713 -3.2141 2.9776 0.432
H -6.1957 -4.1115 3.3703 0.301
C 3.5713 -0.9739 4.8833 -0.912
C 3.8878 0.3063 5.6419 -0.509
N 2.8537 0.7145 6.5808 0.133
C 3.3619 1.7305 7.4828 -0.369
C 2.4135 1.9838 8.6604 -1.365
C 1.6415 1.1246 5.9041 -1.337
C 1.7543 2.3127 4.9110 0.406
H 3.1138 -1.7259 5.5274 0.383
H 4.4664 -1.3811 4.4181 0.421
H 2.8048 -0.7875 4.1192 -0.117
H 4.8357 0.2330 6.1848 0.520
H 4.1409 1.1038 4.9083 0.318
H 4.2995 1.3895 7.9238 0.444
H 3.5717 2.6710 6.9466 0.308
H 2.0302 1.0113 8.9856 0.345
H 2.9258 2.4825 9.4790 0.426
H 1.5258 2.5678 8.4038 0.270
H 0.8472 1.3635 6.6198 0.500
H 1.2301 0.2642 5.3623 0.245
H 2.1165 3.2186 5.3933 0.372
H 0.8015 2.5129 4.4252 -0.356
H 2.4429 2.0197 4.1104 -0.034
C -3.0601 -1.9340 -4.5125 -0.478
C -2.9556 -3.4421 -4.6975 -0.709
N -3.9616 -4.0067 -5.5809 0.169
C -3.6967 -5.4146 -5.8440 -0.424
C -2.5167 -5.6287 -6.7709 -1.361
C -5.3342 -3.7887 -5.1416 -0.776
C -5.7290 -4.3952 -3.8019 -0.808
H -2.2525 -1.5722 -3.8683 0.125
H -3.9981 -1.6684 -4.0234 -0.073
H -2.9788 -1.3794 -5.4485 0.210
H -1.9712 -3.6581 -5.1240 0.358
H -2.8892 -3.9147 -3.6934 0.338
H -3.5741 -5.9816 -4.9041 0.306
H -4.5789 -5.8466 -6.3272 0.445
H -2.6170 -4.9607 -7.6326 0.331
H -1.5461 -5.4103 -6.3279 0.317
H -2.5053 -6.6402 -7.1800 0.416
H -5.9904 -4.1857 -5.9223 0.438
H -5.5532 -2.7181 -5.1373 0.364
H -6.7994 -4.2467 -3.6166 0.426
H -5.2138 -3.9419 -2.9590 0.032
H -5.5843 -5.4770 -3.7921 0.325
C 5.2780 6.4146 -1.8214 -1.278
C 5.9411 5.7710 -3.0360 -0.145
N 5.0109 5.4174 -4.0927 0.048
C 5.7346 5.1005 -5.3207 -0.712
C 6.5769 3.8217 -5.3277 -0.928
C 4.1346 4.3356 -3.6994 0.530
C 3.0245 4.1110 -4.6778 -1.562
H 4.6131 5.7430 -1.2923 0.142
H 4.7911 7.3383 -2.1282 0.343
H 6.0739 6.7270 -1.1359 0.416
H 6.6470 6.5048 -3.4422 0.494
H 6.5822 4.9184 -2.7595 0.031
H 6.3688 5.9517 -5.5814 0.456
H 4.9862 5.0502 -6.1172 0.369
H 5.9448 2.9559 -5.1054 0.184
H 7.3977 3.8476 -4.6128 0.263
H 6.9718 3.6081 -6.3224 0.461
H 4.6646 3.3908 -3.4902 -0.412
H 3.6555 4.5934 -2.7514 0.247
H 3.3393 3.7022 -5.6380 0.343
H 2.3133 3.4080 -4.2325 0.341
H 2.4721 5.0327 -4.8671 0.349
C 4.5258 3.3040 0.6224 0.786
C 5.6818 2.3154 0.8314 -1.248
N 5.5522 1.0464 0.1294 0.100
C 5.4824 1.1887 -1.3011 0.422
C 6.6417 1.9514 -1.8816 -1.535
C 4.4956 0.2101 0.6671 0.360
C 4.4482 -1.2041 0.0830 -1.774
H 4.5113 3.7060 -0.3837 -0.653
H 4.6142 4.0788 1.3893 0.688
H 3.5806 2.8142 0.8782 -0.422
H 6.5823 2.7774 0.4152 0.376
H 5.9227 2.1118 1.8747 0.451
H 5.5103 0.1884 -1.7386 0.525
H 4.5103 1.6161 -1.6077 -0.351
H 6.6062 3.0179 -1.6657 0.096
H 7.5750 1.5440 -1.4893 0.419
H 6.6476 1.8290 -2.9657 0.479
H 3.5065 0.6981 0.5520 -0.018
H 4.6208 0.1385 1.7545 0.322
H 5.4619 -1.5998 -0.0300 0.458
H 3.9713 -1.2645 -0.8955 0.239
H 3.9133 -1.8716 0.7607 0.428